{"formula": "C5H17B2N2O3Tb", "method": "ωB97M-V/def2-TZVPD", "symbols": ["C", "O", "C", "B", "C", "C", "O", "C", "N", "B", "N", "O", "H", "H", "H", "H", "H", "H", "H", "H", "H", "H", "H", "H", "H", "H", "H", "H", "H", "Tb"], "positions_angstrom": [[2.46, -1.18, 0.88], [2.40, 0.24, 0.70], [1.65, 0.73, -0.55], [0.20, 1.40, -0.25], [-1.05, 0.73, -1.07], [-1.49, -0.62, -0.51], [-2.64, -0.44, 0.23], [-1.85, -1.59, -1.77], [-0.78, -1.98, -2.56], [0.06, 1.76, 1.43], [-0.90, 1.22, 2.39], [1.00, 2.64, 2.02], [1.71, -1.69, 0.28], [3.45, -1.54, 0.60], [2.23, -1.44, 1.92], [1.66, -0.11, -1.24], [2.34, 1.48, -0.94], [0.18, 2.55, -0.72], [-0.80, 0.60, -2.13], [-1.91, 1.40, -1.07], [-0.73, -1.10, 0.11], [-2.76, -1.12, 0.89], [-2.30, -2.47, -1.31], [-2.60, -1.07, -2.35], [-0.29, -1.25, -3.07], [-0.14, -2.64, -2.15], [-1.87, 1.37, 2.16], [-0.80, 0.23, 2.60], [0.57, 2.96, 2.84], [2.99, 0.94, 2.65]], "mulliken_spin": [-0.056, 0.367, -0.017, 0.066, -0.122, -0.141, -0.119, -0.132, -0.301, -0.179, 0.008, -0.097, -0.004, 0.004, -0.026, 0.016, -0.023, -0.087, 0.013, -0.003, 0.012, 0.000, -0.006, -0.005, 0.000, 0.006, 0.003, 0.018, -0.002, 6.806], "spin_multiplicity": 7, "homo_energy_ev": [-14.50, -14.78], "e_tot_ev": -38352.1003, "homo_lumo_gap_ev": [5.00, 6.50], "total_charge": 2}